A molecular structure, C22H15AsAuCl5NO2S. Source: the Open Molecules 2025 dataset; level of theory: wB97M-V/def2-TZVPD.

Last column: natural (NBO) charge in e.
Positions of all 48 atoms, in Å:
1 Au 0.1078 -1.3166 -2.7012  0.559
2 As -0.0710 -1.0006 0.1691  0.933
3 Cl -2.4534 3.9669 -3.3383  0.015
4 Cl -1.6872 -4.3313 -1.5835  -0.035
5 Cl 0.2653 4.8649 -3.4750  0.034
6 Cl 1.9661 4.1410 -0.8809  -0.060
7 Cl -1.0390 -3.8090 -4.3947  -0.032
8 S 2.3611 -1.1239 -2.4250  -0.304
9 O -2.0128 -1.3073 -2.8046  -0.788
10 O -4.0571 -2.1762 -2.9775  -0.663
11 N -0.1317 1.3466 -3.9336  -0.231
12 C 0.4744 3.2384 -0.4436  -0.196
13 C -2.8348 -2.2598 -2.9633  0.744
14 C -0.5891 -0.8781 2.0759  -0.336
15 C -0.7795 3.5980 -2.7837  -0.097
16 C -1.4683 -0.9247 4.7348  -0.228
17 C -1.2644 0.2839 4.0869  -0.214
18 C -0.4046 2.3222 -3.3962  0.212
19 C -1.8817 2.6853 -0.7249  -0.197
20 C -1.6202 1.4505 -0.2981  -0.203
21 C 1.8788 -1.0867 0.4016  -0.409
22 C -0.8236 0.3052 2.7682  -0.231
23 C -0.7890 3.6117 -1.2312  -0.305
24 C 2.7456 -1.1899 -0.7021  -0.146
25 C 4.1231 -1.3014 -0.4395  -0.242
26 C 0.7637 1.7669 -0.3328  -0.196
27 C 3.7728 -1.1944 1.9277  -0.279
28 C -0.2521 0.9189 -0.2000  -0.329
29 C -1.2367 -2.1136 4.0543  -0.220
30 C -0.8142 -2.0864 2.7339  -0.165
31 C 4.6323 -1.3035 0.8409  -0.204
32 C 2.4137 -1.0877 1.6933  -0.145
33 C -2.2941 -3.6963 -3.1369  -0.300
34 H -3.1103 -4.3382 -3.4415  0.231
35 H -1.0394 4.6472 -0.9911  0.241
36 H 4.1518 -1.1895 2.9418  0.201
37 H -1.3962 -3.0630 4.5503  0.205
38 H -2.9021 3.0338 -0.7922  0.224
39 H -0.6563 -3.0219 2.2068  0.209
40 H 5.7019 -1.3899 0.9915  0.201
41 H -0.6457 1.2593 2.2866  0.215
42 H 4.7928 -1.3844 -1.2868  0.214
43 H -2.4465 0.8074 -0.0168  0.234
44 H 1.7982 1.4572 -0.2524  0.245
45 H 0.2525 3.5935 0.5687  0.230
46 H 1.7522 -0.9990 2.5445  0.203
47 H -1.4435 1.2165 4.6084  0.205
48 H -1.8098 -0.9420 5.7622  0.205

Atoms 1-6, force components in eV/Å:
-0.017 -0.120 0.254
0.170 0.023 0.034
-0.017 -0.014 -0.027
0.008 0.048 -0.046
0.025 0.058 -0.044
-0.020 -0.020 0.045

As for the multiplicity: 1. As for the charge: -1. The value obtained for the energy is -166622.7553 eV.

=====

A molecular structure, C22H15BrGaI2N5S2. Source: the Open Molecules 2025 dataset; level of theory: wB97M-V/def2-TZVPD.

Last column: natural (NBO) charge in e.
Positions of all 48 atoms, in Å:
1 I 0.4558 9.0112 0.4010  0.126
2 I 0.9143 6.4113 0.3809  -0.107
3 Br 1.5629 2.9183 2.6400  0.247
4 Ga -0.6175 2.2194 0.7629  1.589
5 S -4.7403 2.4824 0.6428  0.591
6 S -2.0163 3.8676 1.3483  -0.067
7 N -2.3910 1.6176 0.0849  -0.702
8 N -0.0357 0.3964 1.2457  -0.663
9 N 1.0903 2.8318 -0.0682  -0.664
10 N 3.7969 -7.1103 -1.4600  -0.208
11 N 0.6950 -1.6534 1.0611  -0.318
12 C 0.7037 -4.0336 0.5747  -0.227
13 C 3.2701 -6.1868 -1.0292  0.230
14 C 2.5816 3.3976 -1.8302  -0.222
15 C -5.6096 0.0830 -0.5701  -0.172
16 C 0.6700 -0.4447 0.4956  0.229
17 C 3.2574 -3.7945 -0.5259  -0.124
18 C 3.3188 3.5049 0.4568  -0.239
19 C -0.0322 -1.5925 2.2282  -0.028
20 C -0.4823 -0.3189 2.3387  -0.061
21 C 1.3586 -2.8124 0.5318  0.191
22 C -3.2462 0.6188 -0.3764  0.184
23 C 3.5811 3.6521 -0.8991  -0.071
24 C -2.8898 -0.5664 -1.0105  -0.249
25 C -3.0525 2.6265 0.6510  -0.111
26 C 2.6299 -2.6769 -0.0028  -0.248
27 C 2.0581 3.0916 0.8274  0.154
28 C -3.9030 -1.4153 -1.4096  -0.170
29 C 1.3444 2.9938 -1.3805  0.083
30 C -4.5897 0.9363 -0.1621  -0.247
31 C 1.3414 -5.1509 0.0639  -0.133
32 C -5.2471 -1.0958 -1.1914  -0.183
33 C 2.6138 -5.0292 -0.4910  -0.130
34 H -6.0155 -1.7812 -1.5202  0.247
35 H 4.5585 3.9829 -1.2237  0.265
36 H -0.1300 -2.4446 2.8768  0.265
37 H -0.2950 -4.1150 0.9818  0.236
38 H 0.5222 2.8051 -2.0591  0.238
39 H -3.6588 -2.3410 -1.9118  0.238
40 H 0.8541 -6.1152 0.0836  0.255
41 H -1.8528 -0.8086 -1.2032  0.216
42 H 2.7522 3.5246 -2.8891  0.269
43 H 4.2503 -3.7185 -0.9450  0.251
44 H -1.0816 0.1268 3.1144  0.253
45 H -6.6490 0.3314 -0.4080  0.249
46 H 1.1465 -0.2249 -0.4458  0.238
47 H 3.1442 -1.7256 0.0132  0.227
48 H 4.0637 3.7244 1.2078  0.275

Atoms 1-6, force components in eV/Å:
-0.026 0.096 -0.001
0.013 -0.085 0.018
0.132 0.117 -0.113
0.138 -0.439 -0.082
0.045 -0.014 -0.005
-0.213 -0.170 0.172

Its energy above the lowest of the compared OMol25 structures with the same formula, charge and spin is 0.00 kcal/mol. As for the multiplicity: 1. As for the charge: +2.

=====

A molecular structure, C22H15Cl3CoN4O3Si. Source: the Open Molecules 2025 dataset; level of theory: wB97M-V/def2-TZVPD.

Last column: natural (NBO) charge in e.
Positions of all 49 atoms, in Å:
1 Co 0.6439 1.4938 1.0073  1.329
2 Cl 1.7615 1.6333 -4.0885  -0.501
3 Cl 0.1454 -0.6914 -2.9017  -0.372
4 Cl -0.9047 2.8935 -3.3435  -0.395
5 Si 0.2466 1.3435 -2.5066  1.536
6 O -1.0887 1.1713 -1.1934  -0.862
7 O 0.0688 5.2368 -1.1151  -0.495
8 O -3.5603 -2.0603 -0.0229  -0.700
9 N -0.8357 0.2006 1.2901  -0.488
10 N 0.9850 3.1512 -0.4525  -0.670
11 N 0.9892 1.1269 2.9689  -0.640
12 N -1.8110 -0.2595 0.4524  -0.418
13 C 1.1209 0.3329 5.6247  -0.189
14 C 3.1588 -2.4557 0.1847  -0.205
15 C 0.0614 0.2321 3.4674  0.085
16 C 2.0812 1.2230 5.0884  -0.340
17 C 3.8794 -2.7028 -0.9770  -0.241
18 C 2.5982 -1.2083 0.4125  -0.234
19 C 1.3707 1.8747 -1.0769  -0.392
20 C -4.2549 -0.2118 -3.6546  -0.258
21 C -4.7305 -1.9346 -2.0509  -0.290
22 C -4.9865 -1.3287 -3.2660  -0.190
23 C 4.0221 -1.6875 -1.9134  -0.211
24 C -3.7384 -1.4417 -1.2027  0.345
25 C -1.8718 0.2042 -0.7553  0.584
26 C 1.9640 1.5807 3.7683  0.079
27 C -3.2611 0.2714 -2.8235  -0.181
28 C 0.4919 4.1837 -0.8623  0.913
29 C 2.1446 1.1421 -0.2592  -0.412
30 C 0.1263 -0.1572 4.8260  -0.224
31 C -2.9677 -0.3280 -1.5983  -0.145
32 C 3.4421 -0.4442 -1.6976  -0.231
33 C 2.7121 -0.1810 -0.5310  0.009
34 C -0.9005 -0.2376 2.5473  -0.010
35 H -2.8759 -1.5116 0.4549  0.498
36 H 4.3251 -3.6753 -1.1496  0.200
37 H 2.6745 2.2526 3.3002  0.202
38 H 2.8901 1.6112 5.6907  0.212
39 H 3.5365 0.3355 -2.4433  0.231
40 H 3.0386 -3.2401 0.9238  0.201
41 H -1.6846 -0.9244 2.8478  0.192
42 H 4.5759 -1.8668 -2.8274  0.203
43 H -5.7628 -1.7262 -3.9097  0.200
44 H 2.0505 -1.0193 1.3308  0.209
45 H -0.6145 -0.8487 5.2100  0.211
46 H -4.4524 0.2749 -4.6017  0.205
47 H -5.2936 -2.7996 -1.7209  0.212
48 H -2.6890 1.1368 -3.1150  0.233
49 H 1.1791 0.0355 6.6642  0.206

Atoms 1-6, force components in eV/Å:
0.662 0.401 0.248
0.076 0.029 -0.034
-0.114 -0.096 -0.068
-0.059 0.037 -0.030
0.027 -0.031 0.366
0.044 -0.111 -0.277

Its energy above the lowest of the compared OMol25 structures with the same formula, charge and spin is 0.00 kcal/mol. As for the multiplicity: 5. As for the charge: -1.